(1)
# C33H25AsN6O4P2S5Se2Ta

A structure of composition C33H25AsN6O4P2S5Se2Ta in a non-equilibrium geometry (ωB97M-V/def2-TZVPD, the Open Molecules 2025 dataset).

The charge is -1. For the energy above the lowest of the compared OMol25 structures with the same formula, charge and spin, the calculation gives 1.5528 eV. As for the LUMO energy: 0.9 eV. The total energy is -317603.59340 eV.

Each line ends with the Mulliken charge.
CARTESIAN COORDINATES (ANGSTROEM)
Ta1 1.55349 -3.59802 -0.81485  0.261
Se1 0.47854 2.44951 3.92828  -0.391
P1 0.04501 2.16055 1.90420  0.299
C1 0.84098 3.38090 0.80772  0.216
C2 2.02071 3.97500 1.24426  -0.460
C3 2.63619 4.94790 0.47128  -0.804
C4 2.06384 5.34420 -0.72964  -0.623
C5 0.89138 4.74795 -1.16904  -0.974
C6 0.28227 3.76282 -0.40828  0.244
C7 -1.74965 2.35892 1.68959  0.537
C8 -2.54844 1.30185 2.11910  -0.547
C9 -3.91056 1.48100 2.28953  -0.689
C10 -4.48608 2.71447 2.02165  -0.502
C11 -3.69579 3.76759 1.58709  -0.793
C12 -2.32775 3.59943 1.43617  -0.084
C13 0.48677 0.50534 1.31354  0.818
C14 0.59739 -0.20919 0.10850  -1.326
N1 0.97374 -1.46767 0.45026  0.836
N2 1.10128 -1.50988 1.76260  -0.052
N3 0.83506 -0.35377 2.29467  -0.958
P2 0.30518 0.04841 -1.62775  0.593
Se2 0.41811 -1.85851 -2.66548  0.012
C15 1.60258 1.13007 -2.27557  0.905
C16 2.60984 1.61788 -1.45301  -0.420
C17 3.68474 2.29632 -2.00873  -0.812
C18 3.74579 2.49724 -3.37771  -0.584
C19 2.74248 2.00174 -4.20171  -0.799
C20 1.68072 1.30140 -3.65866  -0.448
C21 -1.30089 0.86065 -1.80381  0.711
C22 -1.45795 2.06353 -2.48232  -0.307
C23 -2.72415 2.60889 -2.62932  -0.465
C24 -3.83057 1.94214 -2.12751  -0.687
C25 -3.67590 0.72130 -1.48469  -0.623
C26 -2.41441 0.18188 -1.31800  -0.724
H1 2.43592 3.67477 2.19861  0.325
H2 3.55800 5.40198 0.81165  0.412
H3 2.52967 6.11997 -1.32435  0.414
H4 0.45183 5.04794 -2.11266  0.432
H5 -0.63067 3.29444 -0.75188  0.521
H6 -2.08390 0.34991 2.35155  0.455
H7 -4.52153 0.66214 2.64867  0.416
H8 -5.54915 2.86024 2.16866  0.397
H9 -4.14020 4.73550 1.39070  0.408
H10 -1.70841 4.43664 1.14153  0.443
H11 2.57014 1.45744 -0.38385  0.452
H12 4.48331 2.64112 -1.36489  0.474
H13 4.58577 3.02777 -3.80764  0.425
H14 2.80682 2.13185 -5.27433  0.419
H15 0.92680 0.85521 -4.29639  0.510
H16 -0.59343 2.56643 -2.89909  0.316
H17 -2.84508 3.55410 -3.14343  0.422
H18 -4.81786 2.37032 -2.24413  0.403
H19 -4.54277 0.19002 -1.11468  0.435
H20 -2.27646 -0.77456 -0.82530  0.489
S1 4.80124 -5.41197 -3.95974  -0.463
As1 3.24359 -4.61371 -2.81861  0.347
S2 2.58521 -5.82364 -1.05803  -0.301
S3 3.62229 -2.67963 -1.76507  -0.283
S4 1.46477 -4.27365 -3.95084  -0.311
C27 -2.43749 -4.37785 1.13651  -1.264
C28 -1.14670 -4.35465 1.87205  0.218
N4 0.03838 -4.14350 1.34034  0.196
C29 0.94073 -4.16677 2.36503  0.376
C30 0.29737 -4.42083 3.54489  -0.105
N5 -1.02365 -4.53872 3.20248  -0.003
C31 0.70349 -4.57853 4.95958  0.427
O1 1.97311 -4.40308 5.22795  -0.557
O2 -0.13060 -4.86292 5.79197  -0.653
C32 2.35114 -3.82225 2.09044  0.833
O3 3.18095 -3.82312 2.98925  -0.808
O4 2.60102 -3.56117 0.85218  0.029
H21 -2.36139 -3.75010 0.25223  0.088
H22 -3.24991 -4.01927 1.76885  0.423
H23 -2.67716 -5.38828 0.80266  0.229
H24 -1.74909 -4.71322 3.87991  0.227
H25 2.50315 -4.17896 4.40598  0.447
S5 -2.36454 -5.91094 -2.20443  -0.398
C33 -1.10584 -5.09035 -1.72838  0.809
N6 -0.17281 -4.46791 -1.35830  -0.428

(2)
# C33H25F2MnN7O4S2

A structure of composition C33H25F2MnN7O4S2 (ωB97M-V/def2-TZVPD, the Open Molecules 2025 dataset).

The charge is -2. For the energy above the lowest of the compared OMol25 structures with the same formula, charge and spin, the calculation gives 0.0000 eV. As for the expectation value of S²: 0.804. Its spin multiplicity is 2. As for the LUMO energy (spin up / spin down): 4.1 / 4.1 eV. The total energy is -111675.58511 eV.

Each line ends with the Mulliken charge.
CARTESIAN COORDINATES (ANGSTROEM)
Mn1 -0.51624 -0.47474 0.05322  1.203
S1 3.92127 -0.37005 -1.85704  -0.473
C1 3.54708 0.78366 -0.63915  0.212
C2 4.55744 1.17179 0.27248  -0.827
C3 4.35800 2.08048 1.29626  0.850
C4 5.43990 2.38586 2.18733  -0.046
N1 6.31843 2.62708 2.89295  -0.702
C5 3.09555 2.68156 1.45335  0.471
C6 2.08368 2.31720 0.56326  -0.835
C7 2.25384 1.37882 -0.45133  -0.159
S2 0.82912 0.94096 -1.38556  -0.601
C8 2.81860 3.58894 2.51754  0.099
N2 2.59404 4.31012 3.39126  -0.774
H1 5.53087 0.71337 0.15840  0.463
H2 1.10224 2.76479 0.66964  0.567
C9 2.18489 -3.82460 -0.35924  -1.214
C10 1.58560 -2.65919 0.07629  -0.288
N3 0.50967 -2.14313 -0.52351  0.494
C11 0.05416 -2.73992 -1.62508  -0.378
C12 0.61238 -3.90054 -2.15605  0.569
C13 1.68107 -4.46623 -1.47673  -0.444
C14 0.08008 -4.52113 -3.38727  -0.986
C15 -0.15010 -3.97615 -4.58495  -0.630
C16 0.21162 -2.63161 -5.07225  1.012
C17 -0.28026 -2.17726 -6.29386  -0.717
C18 0.13759 -0.92379 -6.70079  -0.129
N4 0.96376 -0.16953 -5.98855  -0.634
C19 1.37717 -0.69115 -4.82764  -0.050
N5 1.04164 -1.88590 -4.35259  -0.224
H3 3.05105 -4.20440 0.16438  0.428
H4 1.95544 -2.10663 0.92665  0.315
H5 -0.80389 -2.27143 -2.09288  0.685
H6 2.13949 -5.37732 -1.84539  0.431
H7 -0.17465 -5.57434 -3.29019  0.351
H8 -0.62240 -4.60436 -5.33464  0.275
H9 -0.95585 -2.77174 -6.89542  0.338
H10 -0.20931 -0.50794 -7.64339  0.375
H11 2.03696 -0.10605 -4.19689  0.343
O1 2.33793 0.16715 3.13285  -0.521
C20 1.09921 0.23499 2.67004  -1.184
O2 0.75119 -0.41006 1.71015  0.125
C21 0.15910 1.11047 3.48382  0.998
N6 0.89319 1.63537 4.65011  -0.569
C22 0.46500 0.88774 5.85269  -0.810
C23 -0.40957 -0.26208 5.33739  -0.689
C24 -1.00175 0.29016 4.04347  -0.359
H12 -0.18394 1.91140 2.82932  0.280
H13 0.74933 2.63137 4.74207  0.350
H14 2.32404 0.78080 3.90967  0.490
H15 -0.09540 1.53913 6.52959  0.353
H16 1.33686 0.51880 6.39865  0.334
H17 -1.17142 -0.55243 6.06149  0.471
H18 0.20062 -1.14514 5.13008  0.213
H19 -1.82885 0.96726 4.24745  0.352
H20 -1.35125 -0.47356 3.35085  -0.106
F1 -2.98531 -1.23601 1.57843  -0.324
C25 -1.81521 -1.79444 0.99054  -0.121
F2 -1.26629 -2.54616 2.06568  -0.312
H21 -2.22761 -2.57386 0.32552  0.145
O3 -2.12502 3.03791 1.68531  -0.796
C26 -2.45666 2.33032 0.74996  0.106
N7 -1.86661 1.18797 0.29621  0.479
C27 -2.50871 0.76876 -0.80910  0.171
O4 -2.13098 -0.22515 -1.43848  -0.496
C28 -3.66390 1.66645 -1.13371  0.131
C29 -4.61235 1.66260 -2.13230  -0.308
C30 -5.55345 2.69340 -2.12313  -0.518
C31 -5.52358 3.68156 -1.14507  -0.442
C32 -4.55229 3.67147 -0.14220  -0.385
C33 -3.63464 2.64603 -0.15931  -0.145
H22 -4.61910 0.89237 -2.89277  0.500
H23 -6.31761 2.73044 -2.89074  0.386
H24 -6.26451 4.47229 -1.16941  0.368
H25 -4.51042 4.43713 0.62224  0.462

Q: What is the formula in the first record?
A: C33H25AsN6O4P2S5Se2Ta

Q: charge of number 2 (C33H25F2MnN7O4S2)?
A: -2

Q: Number 1 is which compound?
A: C33H25AsN6O4P2S5Se2Ta

Q: The lowest charge belongs to which entry?
A: C33H25F2MnN7O4S2